# C27H21Cl3CuN6OS3

A structure of composition C27H21Cl3CuN6OS3 (ωB97M-V with the def2-TZVPD basis set, OMol25).

Values from the calculation:
Energy above the lowest of the compared OMol25 structures with the same formula, charge and spin = 89.4 kJ/mol
LUMO = 0.072 hartree
HOMO level = -4.54 eV

```
! RIJCOSX wB97M-V def2-TZVPD def2/J DEFGRID3
* xyz -1 1
Cu 13.154 14.254 11.004
S 15.442 14.739 10.528
C 15.577 16.112 11.605
C 16.736 16.883 11.448
C 17.061 17.940 12.285
C 18.368 18.569 12.167
N 19.353 19.055 11.810
C 16.134 18.223 13.318
C 14.928 17.512 13.401
C 14.586 16.494 12.478
S 13.021 15.712 12.678
C 16.469 19.056 14.483
N 16.850 19.554 15.463
H 17.389 16.518 10.650
H 14.197 17.694 14.172
C 9.235 14.344 9.174
N 10.130 14.110 10.345
C 9.721 14.753 11.611
C 11.454 13.803 10.148
N 12.294 13.448 9.305
H 9.721 13.936 8.267
H 8.987 15.426 9.034
H 8.270 13.866 9.353
H 9.682 15.824 11.554
H 10.434 14.433 12.397
H 8.791 14.363 11.983
Cl 12.816 4.603 15.671
C 12.894 6.043 14.665
C 11.744 6.331 13.907
C 11.758 7.361 12.993
C 12.946 8.133 12.804
C 13.137 9.128 11.717
C 12.548 10.537 11.941
N 11.299 10.695 12.656
C 10.993 10.394 13.921
C 9.703 10.780 14.111
N 9.213 11.414 12.969
C 10.194 11.335 12.128
O 12.781 8.541 10.491
C 11.485 8.541 9.883
C 11.552 9.664 8.937
C 10.404 10.332 8.545
Cl 8.788 9.820 8.931
S 10.549 11.598 7.370
C 12.196 11.227 7.353
C 12.608 10.249 8.209
C 13.980 7.854 13.691
Cl 15.367 8.924 13.674
C 14.014 6.787 14.583
H 10.844 5.719 14.111
H 10.956 7.476 12.290
H 14.191 9.271 11.626
H 12.389 10.995 10.977
H 13.317 11.095 12.510
H 11.648 9.847 14.570
H 9.149 10.825 15.053
H 10.268 11.826 11.149
H 10.644 8.653 10.545
H 11.422 7.544 9.362
H 12.949 11.835 7.017
H 13.665 10.042 8.441
H 14.896 6.626 15.151
*
```